# C16H12B3F6N3O10

A molecular structure, C16H12B3F6N3O10 in a non-equilibrium geometry (ωB97M-V with the def2-TZVPD basis set, the Open Molecules 2025 dataset).

Max |F|, eV Å⁻¹: 1.81
Spin multiplicity: 1
Electronic energy, eV: -60070.301
HOMO-LUMO gap, Eh: 0.3565

Structure (XYZ):
```
50
C16H12B3F6N3O10 ωB97M-V with the def2-TZVPD basis set
O 3.47603 4.08743 0.54377
C 2.55688 4.39792 1.20187
F 2.67879 5.16236 2.29209
N 1.17603 4.05465 1.01371
B 0.88643 2.60817 1.19530
O -0.42973 2.24367 1.32590
B -0.63915 1.07607 0.60080
F -1.47168 1.02405 -0.42033
O 0.16746 -0.01021 0.92236
B 1.46642 0.42465 0.66971
C 2.37656 -0.44960 -0.26836
O 3.59856 0.25125 -0.52376
C 4.37442 -0.19523 -1.52300
F 3.98997 -1.37650 -2.01082
F 4.39307 0.67595 -2.52828
F 5.62729 -0.32670 -1.10044
O 1.87138 1.64436 1.19276
C 0.69531 4.46347 -0.26916
O -0.08543 5.30807 -0.48563
F 1.21182 3.71244 -1.26198
H 2.55380 -1.41836 0.21037
H 1.78166 -0.60899 -1.17382
C -7.37298 4.01608 0.40166
C -7.38304 2.62708 0.39525
C -6.22566 1.92236 0.68371
C -5.07577 2.63086 0.97828
C -5.04083 4.01287 0.98469
C -6.20368 4.70699 0.69208
N -3.84803 1.89090 1.30540
O -3.88896 0.67636 1.27282
O -2.85476 2.53156 1.59050
H -8.28032 4.56226 0.17992
H -8.29405 2.09118 0.16723
H -6.21982 0.84269 0.68134
H -4.12540 4.53800 1.21373
H -6.19707 5.78819 0.69335
C 4.52079 -6.30429 -1.14734
C 3.45917 -6.70890 -1.94607
C 2.17466 -6.26354 -1.67607
C 1.97999 -5.41217 -0.60505
C 3.02158 -5.00288 0.20619
C 4.30167 -5.45540 -0.07001
N 0.61990 -4.91549 -0.32459
O -0.28213 -5.31051 -1.03375
O 0.48824 -4.13503 0.59736
H 5.52222 -6.65099 -1.36549
H 3.63139 -7.37091 -2.78349
H 1.34174 -6.57121 -2.29027
H 2.84734 -4.34185 1.04203
H 5.12793 -5.14309 0.55356
```

Atom charges from the natural (NBO) analysis, given in e for atoms 1 to 6: -0.482, 0.981, -0.306, -0.819, 1.242, -0.864